(w)
This record from the OMol25 dataset describes 2 unconnected molecules or ions with the total composition C2H10N. The level of theory is ωB97M-V/def2-TZVPD.

XYZ file:
```
13
C2H10N (ωB97M-V/def2-TZVPD)
N -1.5181 1.4880 0.1314
H -1.7621 1.4938 -0.8632
H -2.1946 0.9429 0.6660
H -1.5057 2.4547 0.4607
H -0.5857 1.0321 0.1763
C 0.9972 -0.8033 0.6767
C 0.8971 -1.0497 -0.8205
H 0.5950 0.1772 0.9844
H 0.4209 -1.5238 1.2418
H 2.0265 -0.7769 1.0288
H -0.1240 -1.2406 -1.1461
H 1.4541 -1.9450 -1.0959
H 1.2995 -0.2495 -1.4403
```

The LUMO energy is -4.34 eV. As for the total charge: +1. The value obtained for the gap between HOMO and LUMO is 0.4267 Ha.



(x)
This record from the OMol25 dataset describes 2 unconnected molecules or ions with the total composition C2H10N. The level of theory is ωB97M-V/def2-TZVPD.

XYZ file:
```
13
C2H10N (ωB97M-V/def2-TZVPD)
C 0.9306 -1.5779 0.0444
N -0.0971 -0.8737 -0.7991
H 0.4117 -2.2348 0.7296
H 1.5785 -2.1527 -0.6086
H 1.5058 -0.8230 0.5635
H -0.7699 -0.3780 -0.1976
H -0.5900 -1.5130 -1.4286
H 0.3395 -0.1550 -1.3801
C -0.6379 1.9346 0.6152
H -0.8544 1.1811 1.3744
H -1.1830 1.6769 -0.3017
H 0.4312 2.0456 0.4328
H -1.0651 2.8701 0.9556
```

The LUMO energy is -3.88 eV. As for the total charge: +1. The value obtained for the gap between HOMO and LUMO is 0.5028 Ha.



So which one is most stable? That would be (x), about 3.0 kcal/mol below the next structure.



(w)
This record from the OMol25 dataset describes 2 unconnected molecules or ions with the total composition C3H6O4. The level of theory is ωB97M-V/def2-TZVPD.

XYZ file:
```
13
C3H6O4 (ωB97M-V/def2-TZVPD)
C -0.9211 0.1814 0.0451
C -0.4049 -0.8973 0.7499
C -0.4663 1.5922 0.2969
O 1.3556 -0.5987 -0.1542
O 0.6544 1.4263 -0.4966
O 2.6468 -1.0985 -0.2701
O -1.7475 0.0315 -1.0115
H 2.7132 -1.2581 -1.2291
H -1.6616 -0.8499 -1.4023
H -0.7524 -1.8984 0.5178
H 0.0304 -0.7325 1.7226
H -1.1769 2.3131 -0.1279
H -0.2697 1.7888 1.3592
```

The LUMO energy (alpha / beta) is -1.67 / -1.16 eV. As for the total charge: 0. The value obtained for the gap between HOMO and LUMO (alpha / beta) is 0.2724 / 0.2896 Ha.



(x)
This record from the OMol25 dataset describes 2 unconnected molecules or ions with the total composition C3H6O4. The level of theory is ωB97M-V/def2-TZVPD.

XYZ file:
```
13
C3H6O4 (ωB97M-V/def2-TZVPD)
C 1.0469 0.7542 -0.5561
C 1.6248 -0.4250 0.2863
C -0.4507 0.6195 -0.5100
H 1.5582 -0.0644 -2.1621
H 1.3324 1.6826 -0.0194
H 1.0201 -0.5453 1.2586
H -0.8359 0.4075 -1.5403
H -2.5505 -1.7060 1.5628
H -2.4156 -0.2197 1.4488
O 1.4305 0.8376 -1.8959
O 2.4028 -1.2958 -0.0996
O -1.0411 0.8816 0.5201
O -3.1219 -0.9269 1.7069
```

The LUMO energy is -0.50 eV. The structure (SMILES) is O=CC(O)C=O.O. As for the total charge: 0. The value obtained for the gap between HOMO and LUMO is 0.3723 Ha.



So which one is most stable? That would be (x), about 157.4 kcal/mol below the next structure.



(w)
This record from the OMol25 dataset describes C2Cl4N2 in the gas phase. The level of theory is ωB97M-V/def2-TZVPD.

XYZ file:
```
8
C2Cl4N2 (ωB97M-V/def2-TZVPD)
C -0.3678 -0.0495 -0.3999
C -0.1547 -0.1240 1.1153
N 0.1576 0.6794 -1.6356
N -0.9427 -0.3596 -1.4461
Cl 1.6578 0.2700 -2.6324
Cl 0.2991 -1.7525 1.7077
Cl 1.0737 1.0437 1.5604
Cl -1.7230 0.2925 1.7306
```

The LUMO energy is -0.37 eV. The structure (SMILES) is ClN1N=C1C(Cl)(Cl)Cl. As for the total charge: 0. The value obtained for the gap between HOMO and LUMO is 0.3572 Ha.



(x)
This record from the OMol25 dataset describes 2 unconnected molecules or ions with the total composition C2Cl4N2. The level of theory is ωB97M-V/def2-TZVPD.

XYZ file:
```
8
C2Cl4N2 (ωB97M-V/def2-TZVPD)
C -0.0919 0.3246 -0.6745
C 1.0851 -0.2268 0.1029
N -1.1964 0.2226 -1.3721
N -0.6202 1.4809 -0.9410
Cl -3.5419 -0.3939 1.6152
Cl 2.1468 1.0947 0.4869
Cl 0.3912 -0.9510 1.6406
Cl 1.8273 -1.5510 -0.8580
```

The LUMO energy (alpha / beta) is -0.37 / -3.97 eV. As for the total charge: 0. The value obtained for the gap between HOMO and LUMO (alpha / beta) is 0.4237 / 0.1894 Ha.



So which one is most stable? That would be (w), about 25.3 kcal/mol below the next structure.